C23H36FN3O8PSTl | the ωB97M-V functional and the def2-TZVPD basis

The maximum force is 1.91 eV/Å. For the frontier orbital gap, the calculation gives 8.4152 eV. Its charge is 0. The calculation puts the HOMO energy at -8.6 eV. The energy comes out at -2676.21328 a.u. For the LUMO energy, the calculation gives -0.172 eV. As for the multiplicity: 1. The energy above the lowest of the compared OMol25 structures with the same formula, charge and spin comes out at 20.8 kJ/mol.

Geometry as XYZ:
```
74
Properties=species:S:1:pos:R:3:mulliken_charge:R:1
Tl 1.6831 -0.2333 -0.8817 2.392
C -4.2809 -1.9790 3.7049 -1.443
C -4.6103 -1.1532 2.4600 -0.210
C -5.5110 0.0431 2.7560 -1.064
C -4.8227 1.0185 3.7041 -1.302
C -3.4270 1.3280 3.2301 1.259
C -2.8003 2.4894 3.6289 -0.792
C -1.5005 2.7640 3.2137 0.017
F -0.9416 3.9185 3.6173 -0.367
C -0.7900 1.8957 2.4300 -1.297
C -1.4206 0.7219 2.0045 0.490
C -0.6636 -0.2329 1.1948 1.358
O 0.5832 -0.1767 1.1926 -0.579
C -1.4460 -1.2236 0.5236 0.368
C -2.7350 -1.4183 0.9241 -0.387
N -3.3579 -0.6868 1.8638 0.166
C -2.7468 0.4464 2.3690 -0.767
C -0.9090 -2.1551 -0.5497 -0.390
O -1.6561 -3.0372 -0.9525 -0.794
O 0.3035 -2.0049 -0.9473 -0.453
H -5.1938 -2.2846 4.2146 0.400
H -3.6690 -1.3990 4.3949 0.368
H -3.7191 -2.8696 3.4253 0.381
H -5.1032 -1.7966 1.7286 0.520
H -6.4486 -0.3128 3.1830 0.447
H -5.7343 0.5595 1.8196 0.336
H -4.7764 0.5993 4.7127 0.377
H -5.4004 1.9406 3.7727 0.484
H -3.3158 3.1902 4.2721 0.533
H 0.2258 2.0960 2.1136 0.849
H -3.2838 -2.2449 0.4894 0.556
C 2.0164 -2.2068 -3.3701 -1.161
N 2.9946 -1.5965 -2.4589 0.713
C 3.9675 -0.8153 -3.2307 -1.250
C 3.6718 -2.6132 -1.6475 -0.929
C 4.2221 -2.0354 -0.3443 -0.975
N 3.1518 -1.5439 0.5266 0.614
C 3.6850 -0.6651 1.5766 -1.058
C 2.4072 -2.6455 1.1437 -1.169
H 2.5040 -2.9149 -4.0506 0.387
H 1.5371 -1.4203 -3.9515 0.203
H 1.2426 -2.7079 -2.7948 0.423
H 4.5801 -1.4795 -3.8526 0.365
H 4.5929 -0.2262 -2.5653 0.419
H 3.4378 -0.1081 -3.8617 0.236
H 4.5029 -3.0509 -2.2143 0.487
H 2.9521 -3.4010 -1.4234 0.371
H 4.8695 -1.1897 -0.5757 0.284
H 4.8018 -2.8138 0.1687 0.483
H 4.3603 -1.2219 2.2373 0.401
H 2.8549 -0.2635 2.1534 0.186
H 4.2068 0.1686 1.1146 0.347
H 3.0827 -3.2992 1.7087 0.373
H 1.8783 -3.2222 0.3902 0.318
H 1.6631 -2.2276 1.8162 0.237
C 0.4665 2.3824 -4.2932 -1.309
P -0.2625 2.0767 -2.6488 1.173
C -0.0050 3.4722 -1.5238 -0.965
C -2.0375 2.2266 -3.0848 -1.320
O -0.1613 0.6960 -2.0200 -0.676
H -0.0033 3.2702 -4.7149 0.417
H 0.2673 1.5215 -4.9308 0.320
H 1.5341 2.5372 -4.2000 0.319
H -0.6484 4.3016 -1.8145 0.477
H 1.0327 3.7913 -1.5094 0.348
H -0.2635 3.1217 -0.5253 0.076
H -2.2576 3.2346 -3.4316 0.429
H -2.6557 1.9920 -2.2203 0.314
H -2.2623 1.5127 -3.8761 0.367
O 4.3406 1.1245 -0.8504 -0.736
S 3.1649 1.9630 -1.0585 0.597
O 3.4269 3.3724 -1.1776 -0.786
O 2.1679 1.6703 0.0604 -0.354
O 2.4408 1.4305 -2.2881 -0.451
```